No. 1
The following is a DFT calculation (the ωB97M-V functional and the def2-TZVPD basis) of a single C20H29N3O5S molecule at a distorted geometry.

Element x y z (Å)
C  6.3568  2.7108  0.9503
C  5.3115  1.6057  1.0282
C  5.8968  0.3229  1.6150
C  4.8424  -0.7765  1.7805
N  4.3012  -1.1796  0.5065
C  4.9545  -1.9591  -0.3833
C  4.1446  -2.0543  -1.4918
N  3.0234  -1.3495  -1.2938
C  3.1158  -0.8194  -0.0822
C  2.1047  0.0311  0.5336
O  2.2396  0.5089  1.6517
C  0.8862  0.3351  -0.2630
C  0.2805  1.5723  -0.0335
C  -0.8840  1.9150  -0.6920
C  -1.4503  1.0075  -1.5646
S  -3.0076  1.4062  -2.3576
O  -3.0321  0.7648  -3.6423
O  -3.1966  2.8262  -2.2931
N  -4.2133  0.7056  -1.4578
C  -4.5828  -0.6556  -1.7346
C  -3.8392  -1.7256  -0.9029
O  -4.5847  -2.2258  0.1887
C  -5.5421  -3.1961  -0.1586
C  -4.6839  1.3865  -0.2836
C  -4.1849  0.8054  1.0425
O  -2.7735  0.7873  1.0352
C  -2.2261  0.1884  2.1822
C  -0.8617  -0.2168  -1.8131
C  0.3109  -0.5591  -1.1632
H  5.9246  3.6131  0.5254
H  7.1930  2.4044  0.3250
H  6.7385  2.9467  1.9412
H  4.9233  1.4067  0.0263
H  4.4746  1.9324  1.6477
H  6.7044  -0.0373  0.9722
H  6.3198  0.5337  2.5989
H  5.2943  -1.6545  2.2531
H  4.0233  -0.4113  2.4008
H  5.9148  -2.3846  -0.1730
H  4.3124  -2.5866  -2.4063
H  0.7400  2.2523  0.6685
H  -1.3658  2.8667  -0.5415
H  -4.3698  -0.7988  -2.7950
H  -5.6617  -0.7574  -1.5751
H  -2.9390  -1.2820  -0.4716
H  -3.5448  -2.5620  -1.5513
H  -6.3127  -2.7980  -0.8273
H  -6.0066  -3.5153  0.7726
H  -5.0681  -4.0580  -0.6435
H  -5.7806  1.3769  -0.2739
H  -4.3392  2.4155  -0.3914
H  -4.5714  -0.2123  1.1855
H  -4.5529  1.4361  1.8675
H  -1.1445  0.2277  2.0667
H  -2.5523  -0.8546  2.2765
H  -2.5170  0.7315  3.0897
H  -1.3247  -0.8833  -2.5235
H  0.7821  -1.5100  -1.3476

net charge: 0
SMILES: CCCCn1ccnc1C(=O)c1ccc(S(=O)(=O)N(CCOC)CCOC)cc1
Kohn-Sham gap: 8.7 eV



No. 2
The following is a DFT calculation (the ωB97M-V functional and the def2-TZVPD basis) of a molecular structure, C20H29N6O5PPdS.

Element x y z (Å)
Pd  0.5863  -0.1098  0.6879
O  3.1398  2.8646  2.3875
C  2.3434  2.1787  1.8064
N  1.5562  1.5436  1.2028
C  3.3047  -3.7708  -2.1782
C  2.2981  -2.6323  -2.2020
C  2.7933  -1.4641  -3.0237
C  0.9390  -3.0988  -2.6924
O  2.1903  -2.1095  -0.8438
P  1.3791  -2.7750  0.3500
O  1.3963  -4.2514  0.3925
O  -0.0031  -2.0836  0.3757
O  2.2438  -2.0682  1.5096
C  2.1292  -2.4095  2.9193
C  3.0255  -3.6154  3.1619
C  2.6407  -1.1775  3.6415
C  0.6916  -2.7050  3.3186
H  3.4264  -4.1645  -3.1913
H  2.9679  -4.5688  -1.5176
H  4.2752  -3.4091  -1.8334
H  2.9070  -1.7439  -4.0724
H  3.7631  -1.1199  -2.6559
H  2.0845  -0.6382  -2.9668
H  1.0147  -3.3510  -3.7526
H  0.2023  -2.3034  -2.5808
H  0.6016  -3.9770  -2.1406
H  4.0617  -3.3666  2.9251
H  2.7127  -4.4491  2.5345
H  2.9691  -3.9114  4.2136
H  3.6263  -0.9003  3.2658
H  2.7152  -1.3858  4.7125
H  1.9701  -0.3306  3.4901
H  0.3116  -3.6013  2.8276
H  0.0340  -1.8697  3.0754
H  0.6693  -2.8663  4.4005
S  -1.3196  0.5707  1.5985
C  1.9865  2.4705  -2.2938
C  0.8523  1.6557  -2.8184
N  0.1400  0.8366  -2.0879
C  -0.7795  0.2741  -2.9407
C  -0.6149  0.7651  -4.2015
N  0.4309  1.6593  -4.1127
C  0.9332  2.4595  -5.2337
N  1.2309  1.7122  -6.3913
N  0.2609  1.6131  -7.4151
N  0.8089  0.8184  -8.3491
C  2.0275  0.4263  -7.9549
C  2.9930  -0.4019  -8.5797
C  4.1928  -0.6371  -7.8918
C  4.4680  -0.0940  -6.6460
C  3.5139  0.7469  -6.0010
C  2.3325  0.9768  -6.6785
H  2.0816  2.2750  -1.2252
H  1.8207  3.5404  -2.4390
H  2.9288  2.2087  -2.7827
H  -1.4985  -0.4468  -2.5860
H  -1.0947  0.5696  -5.1454
H  1.8140  2.9952  -4.8721
H  0.1643  3.1799  -5.5196
H  2.7979  -0.8445  -9.5477
H  4.9374  -1.2822  -8.3488
H  5.4010  -0.3255  -6.1478
H  3.6895  1.1434  -5.0080

⟨S²⟩: 2.060
multiplicity: 3
net charge: -2
Kohn-Sham gap (spin up / spin down): 3.8 / 6.3 eV



No. 3
The following is a DFT calculation (the ωB97M-V functional and the def2-TZVPD basis) of 7 unconnected molecules or ions with the total composition C20H29N7O5S2 at a distorted geometry.

Element x y z (Å)
C  -2.5569  3.8731  -0.7363
C  -1.5998  3.3388  0.1763
C  -0.7722  2.7400  1.4687
O  -1.6271  2.9701  2.6723
S  -2.6344  1.5947  2.7008
O  -3.9611  1.8209  1.9016
O  -3.1720  1.0614  4.0507
O  -1.8109  0.4917  1.6430
C  -0.4673  1.1276  1.5653
S  0.0820  0.9749  3.3885
C  0.6849  0.4584  0.6103
C  1.8106  -0.4381  1.4310
O  1.5553  -1.6674  1.9472
N  3.2218  0.0840  1.5891
C  4.2312  -0.8092  0.8566
C  3.6863  0.1072  3.0282
H  -3.3398  4.5603  -1.3192
H  0.1685  3.4033  1.7165
H  1.2938  1.7049  3.4111
H  1.2582  1.2637  -0.0472
H  0.1378  -0.2954  -0.1286
H  5.2948  -0.6075  1.3575
H  4.3434  -0.4646  -0.2800
H  4.0092  -1.9539  0.9705
H  4.3946  1.0620  3.1345
H  2.8375  0.2223  3.8254
H  4.3177  -0.8505  3.3451
C  -3.4497  1.4906  -4.0794
C  -2.2666  1.0842  -3.2159
N  -1.2853  0.7470  -2.4996
H  -3.1597  2.3040  -4.7502
H  -3.7851  0.6386  -4.6771
H  -4.2749  1.8283  -3.4463
C  0.6027  -4.3399  3.8670
C  1.3103  -5.3401  4.7667
N  1.8972  -6.1697  5.5130
H  0.3498  -4.8104  2.9129
H  -0.3160  -3.9916  4.3469
H  1.2538  -3.4816  3.6792
C  -1.8798  -2.6272  1.1090
C  -1.9936  -3.5106  -0.1226
N  -2.0880  -4.2435  -1.1443
H  -2.1574  -1.5998  0.8578
H  -2.5466  -2.9944  1.8941
H  -0.8517  -2.6373  1.4814
C  -1.7144  4.7882  -6.3891
C  -3.1167  4.8621  -5.8074
N  -4.2801  4.9233  -5.3249
H  -1.7176  5.1583  -7.4180
H  -1.0309  5.3991  -5.7930
H  -1.3628  3.7527  -6.3842
C  2.4783  -9.4898  6.5022
C  3.1858  -10.4900  7.4019
N  3.7728  -11.3196  8.1482
H  2.2254  -9.9603  5.5481
H  1.5595  -9.1415  6.9821
H  3.1294  -8.6315  6.3144
C  -0.2260  7.3540  -9.4060
C  0.4816  6.3538  -8.5063
N  1.0686  5.5242  -7.7599
H  -0.4789  6.8835  -10.3600
H  -1.1447  7.7023  -8.9260
H  0.4251  8.2123  -9.5937

net charge: 0
SMILES: C#C[C@H]1OS(=O)(=O)O[C@@]1(S)CC(=O)N(C)C.CC#N.CC#N.CC#N.CC#N.CC#N.CC#N
Kohn-Sham gap: 9.2 eV



No. 4
The following is a DFT calculation (the ωB97M-V functional and the def2-TZVPD basis) of a molecular structure, C20H29N8ORh at a distorted geometry.

Element x y z (Å)
Rh  0.5272  -0.7502  -1.0521
N  2.6227  0.7063  -4.1601
C  2.6137  0.3108  -2.8555
O  1.9782  -0.7563  -2.5570
C  3.2385  1.0631  -1.8564
C  3.0915  0.5887  -0.5299
N  2.8797  0.1648  0.5231
C  3.8813  2.2869  -2.1676
N  4.3350  3.2952  -2.4980
H  3.3269  1.3645  -4.4569
H  2.3813  -0.0195  -4.8159
C  -0.2336  -3.8716  1.0608
C  0.9202  -3.2559  1.8464
C  2.1625  -3.0784  0.9734
C  0.5330  -1.9956  2.5900
C  0.6464  -1.9964  3.9662
C  0.3399  -0.8745  4.7276
C  -0.0873  0.2884  4.1001
C  -0.2280  0.3682  2.7283
C  -0.6683  1.6807  2.1265
C  -1.9761  1.5850  1.3448
C  0.4380  2.3357  1.3050
C  0.0779  -0.7940  1.9383
N  -0.1228  -0.7393  0.6315
H  0.0528  -4.8553  0.6830
H  -0.4937  -3.2425  0.2132
H  -1.1213  -3.9901  1.6843
H  1.1867  -3.9721  2.6303
H  1.9543  -2.4697  0.0887
H  2.5102  -4.0522  0.6219
H  2.9714  -2.5919  1.5167
H  0.9917  -2.8973  4.4592
H  0.4377  -0.9055  5.8045
H  -0.3161  1.1637  4.6966
H  -0.8608  2.3355  2.9825
H  -1.8487  0.9895  0.4436
H  -2.3005  2.5854  1.0483
H  -2.7642  1.1286  1.9469
H  0.6879  1.7342  0.4291
H  1.3471  2.4512  1.8946
H  0.1174  3.3139  0.9459
C  -4.4778  0.9598  -1.9137
N  -3.3940  -0.0010  -1.7942
C  -3.5179  -1.3489  -1.5513
C  -2.2565  -1.8437  -1.4959
N  -1.3654  -0.8156  -1.7030
C  -2.0880  0.2796  -1.8716
H  -5.4166  0.4351  -1.7575
H  -4.4809  1.4088  -2.9051
H  -4.3731  1.7364  -1.1581
H  -4.4772  -1.8223  -1.4569
H  -1.9352  -2.8564  -1.3470
H  -1.6940  1.2637  -2.0775
N  0.7569  3.6340  -1.9136
N  0.2220  2.4427  -2.5068
H  0.4178  4.4184  -2.4555
H  1.7733  3.6416  -1.9579
H  0.7799  2.1546  -3.3085
H  0.2971  1.6811  -1.8280

net charge: 0
Kohn-Sham gap (spin up / spin down): 5.8 / 5.8 eV



| no. | total energy (Ha) | molar mass (g/mol) |
| --- | --- | --- |
| 1 | -1718.115443 | 423.5 |
| 2 | -2351.825831 | 603.0 |
| 3 | -2334.700010 | 511.6 |
| 4 | -1403.215643 | 500.4 |